Entry a
Below is a 2-piece molecular cluster, C4H14N2O overall, with properties calculated with the ωB97M-V functional and the def2-TZVPD basis.

Geometry (Å):
C -2.260 -1.439 -0.839
C -0.796 -1.852 -0.913
C -0.079 -0.950 0.121
N -0.103 0.498 -0.149
C 0.648 0.915 -1.420
N 2.064 1.047 -1.114
H -2.572 -0.464 -0.194
H -2.719 -1.467 -1.855
H -2.969 -2.029 -0.097
H -0.242 -1.592 -1.899
H -0.520 -2.970 -0.703
H -0.522 -1.286 1.111
H 0.867 -1.412 -0.154
H -0.307 1.381 0.244
H 0.081 1.771 -1.663
H 0.424 0.267 -2.334
H 2.252 0.502 -0.326
H 2.562 1.917 -1.041
H 0.066 1.707 4.369
H 0.440 2.004 2.957
O 0.545 1.352 3.592

Results
lowest unoccupied orbital energy (spin up / spin down)	3.70 / 3.61	eV
gap between HOMO and LUMO (spin up / spin down)	2.60 / 8.41	eV
multiplicity	2
HOMO (spin up / spin down)	1.097 / -4.797	eV
total charge	-1

Now the Mulliken charges, all in e: -1.254 -0.212 -1.134 0.340 -1.249 -0.551 0.425 0.259 0.294 0.229 0.340 0.289 0.301 0.282 0.357 0.250 0.350 0.282 0.777 0.628 -2.002

---

Entry b
Below is a 2-piece molecular cluster, C4H14N2O overall, with properties calculated with the ωB97M-V functional and the def2-TZVPD basis.

Geometry (Å):
N 0.087 2.533 0.604
C 0.406 1.229 1.080
C 0.873 0.263 -0.106
N 1.102 -1.090 0.525
C 0.284 -2.139 -0.237
C -1.253 -2.171 0.090
H -0.877 2.834 0.912
H 0.595 3.320 0.956
H 1.097 1.056 1.747
H -0.650 0.759 1.629
H 1.710 0.770 -0.530
H 0.054 0.049 -0.885
H 0.860 -1.101 1.498
H 0.744 -3.113 0.054
H 0.371 -1.979 -1.238
H -1.643 -3.124 0.498
H -1.466 -1.289 0.791
H -1.824 -2.006 -0.800
H 0.145 1.029 -2.365
H -0.217 2.375 -1.722
O -0.398 1.796 -2.500

Results
lowest unoccupied orbital energy (spin up / spin down)	3.75 / 3.65	eV
gap between HOMO and LUMO (spin up / spin down)	2.75 / 8.94	eV
multiplicity	2
HOMO (spin up / spin down)	1.003 / -5.284	eV
total charge	-1

Now the Mulliken charges, all in e: 0.455 -2.197 -0.682 -0.413 -0.745 -0.926 0.824 0.818 -0.769 0.054 0.595 -0.076 0.433 0.392 0.440 0.377 0.162 0.293 0.354 0.352 -0.744

---

If you had to bet on the most stable structure above, which would it be? Bet on entry b.